{"formula": "C26H25N9O5PS4W", "method": "ωB97M-V/def2-TZVPD", "relative_energy_kj_mol": 8.7, "homo_ev": -11.154, "multiplicity": 1, "charge": 1, "elements": ["C", "C", "C", "O", "C", "C", "H", "C", "H", "C", "N", "N", "S", "C", "H", "H", "W", "H", "C", "H", "N", "H", "C", "N", "C", "S", "N", "H", "H", "H", "H", "C", "S", "H", "H", "C", "C", "H", "H", "C", "C", "H", "C", "H", "C", "C", "O", "N", "H", "C", "C", "C", "H", "H", "C", "C", "S", "O", "H", "O", "O", "N", "C", "H", "H", "H", "C", "P", "H", "N", "N"], "coordinates": [[-1.677, -0.482, -2.073], [-0.997, -1.726, -2.551], [4.346, -0.866, -3.758], [1.801, -1.006, 1.294], [-1.053, -5.905, 0.558], [5.273, -2.764, -2.483], [2.360, 2.295, 1.684], [-1.089, -3.336, 0.908], [1.035, -4.706, -3.697], [-3.862, 0.666, 2.298], [1.203, 4.089, -1.702], [5.993, -3.648, -2.338], [0.110, -4.514, 0.498], [1.162, 4.604, 1.069], [-1.595, -5.960, -0.385], [0.173, 5.777, -1.064], [0.545, -0.728, -0.100], [1.079, 4.271, 2.105], [0.052, 4.694, -1.036], [1.873, 2.269, -2.470], [4.339, -0.209, -4.701], [-2.386, 3.123, 4.879], [-2.480, 0.715, 2.505], [-0.953, -2.043, 0.743], [-1.981, -5.655, 1.725], [3.418, -2.471, -0.167], [0.093, -2.084, -1.851], [-0.132, 1.068, 3.206], [-0.540, 2.638, 1.548], [-5.774, 1.468, 2.819], [-1.362, 2.654, -0.018], [4.329, -1.696, -2.593], [2.325, -0.136, -1.686], [-2.324, -2.046, -4.167], [-4.828, 3.054, 4.475], [3.427, -1.483, -1.601], [2.386, 2.555, 0.624], [3.301, 2.143, 0.196], [1.664, -3.421, -1.704], [-2.812, 2.446, 4.151], [-1.612, -0.189, 1.743], [-1.478, -5.815, 2.678], [-1.437, -2.406, -3.663], [-0.859, 4.431, -1.577], [0.424, -3.867, -3.393], [-0.426, 2.879, 0.496], [-0.377, 0.225, 1.468], [2.352, 4.005, 0.459], [2.566, 5.484, -0.984], [-4.708, 1.503, 2.994], [0.792, -3.145, -2.272], [-4.173, 2.394, 3.921], [0.113, 2.448, -2.434], [1.289, 5.687, 1.059], [1.038, 2.656, -1.890], [-1.955, 1.608, 3.446], [-2.539, -3.932, 1.646], [-0.630, 1.703, 3.739], [-2.867, -6.287, 1.678], [-2.677, -0.042, -2.555], [-1.000, 0.086, -1.076], [-2.009, -1.351, 1.372], [2.418, 4.404, -0.948], [-1.014, -4.054, -4.978], [3.274, 3.921, -1.422], [-4.249, -0.033, 1.569], [-0.709, -3.503, -4.099], [0.922, 1.837, -0.227], [-0.462, -6.810, 0.690], [1.869, -2.167, 0.474], [-0.075, 4.285, 0.358]], "forces_ev_per_a": [[-0.02, -0.02, 0.00], [0.01, 0.01, 0.01], [0.05, -0.08, -0.05], [-0.02, 0.01, 0.03], [0.00, 0.01, 0.00], [0.01, 0.01, 0.03], [-0.01, 0.00, 0.00], [-0.01, -0.01, 0.00], [0.00, 0.00, 0.00], [0.00, 0.00, 0.01], [-0.01, -0.01, 0.01], [-0.01, -0.01, -0.01], [0.01, 0.00, 0.00], [-0.01, 0.00, 0.00], [0.00, 0.00, 0.00], [0.00, 0.00, -0.01], [-0.04, 0.08, 0.00], [0.00, 0.00, 0.00], [0.01, 0.00, 0.01], [0.00, 0.00, 0.00], [-0.03, 0.05, 0.03], [0.00, 0.00, 0.00], [-0.01, -0.01, -0.01], [0.02, 0.00, 0.01], [0.00, 0.00, 0.00], [-0.02, 0.00, -0.01], [0.00, -0.02, 0.00], [0.00, 0.00, 0.00], [0.00, 0.00, 0.00], [0.00, 0.00, 0.00], [0.00, 0.00, 0.00], [-0.02, 0.05, -0.01], [0.01, -0.01, 0.01], [0.00, 0.00, 0.00], [0.00, 0.00, 0.00], [0.00, 0.00, -0.01], [0.01, 0.02, -0.01], [0.00, 0.00, 0.00], [0.00, 0.00, 0.00], [-0.01, 0.00, -0.01], [0.03, 0.01, 0.00], [0.00, 0.00, 0.00], [0.00, 0.01, 0.00], [0.00, 0.00, 0.00], [0.00, -0.01, 0.01], [-0.01, -0.01, -0.01], [-0.02, 0.01, 0.00], [0.00, -0.01, 0.00], [0.00, 0.00, 0.00], [0.00, -0.01, -0.01], [-0.02, 0.01, 0.00], [0.00, 0.00, 0.01], [0.00, 0.01, 0.00], [0.00, 0.00, 0.00], [0.00, 0.00, 0.01], [0.01, 0.00, 0.01], [0.01, 0.01, 0.00], [0.00, 0.01, 0.00], [0.00, 0.00, 0.00], [0.00, 0.00, 0.00], [0.02, 0.00, -0.01], [-0.02, 0.00, 0.00], [0.00, 0.00, 0.00], [0.00, 0.00, 0.00], [0.00, 0.00, 0.00], [0.00, 0.00, 0.00], [0.00, 0.00, -0.01], [0.00, -0.05, -0.01], [0.00, 0.00, 0.00], [0.05, -0.04, -0.01], [0.00, 0.00, 0.00]]}


{"formula": "C19H25ClNO2PbSc", "method": "ωB97M-V/def2-TZVPD", "homo_ev": [-7.885, -7.885], "multiplicity": 1, "charge": 0, "elements": ["C", "Sc", "C", "H", "N", "H", "C", "H", "H", "C", "H", "H", "O", "Cl", "O", "H", "C", "H", "C", "C", "H", "H", "H", "C", "H", "C", "H", "H", "H", "C", "H", "H", "H", "C", "C", "C", "C", "H", "C", "C", "H", "C", "H", "C", "H", "H", "H", "C", "Pb", "H"], "coordinates": [[-2.050, 1.253, 1.696], [2.733, 0.892, -3.814], [4.843, 0.607, -4.316], [3.107, -2.055, 0.328], [-0.332, -0.245, 2.605], [1.290, 1.742, 2.358], [0.017, 3.151, 1.315], [0.917, 2.697, -4.980], [-3.463, -0.147, 0.915], [1.969, -1.080, -3.131], [-2.925, -0.549, 2.539], [1.388, 1.441, -6.155], [-0.198, -2.364, -0.958], [2.897, 2.605, -2.218], [-0.782, -0.297, -0.310], [-0.431, -1.891, 4.541], [0.283, 1.966, 1.984], [0.820, 3.882, 1.149], [-1.151, -3.690, 3.565], [-1.114, -2.178, 1.205], [3.422, -0.335, 0.831], [-3.670, 3.688, -0.082], [2.015, -1.248, 1.544], [-1.523, -4.277, 2.348], [5.239, -0.279, -3.795], [2.646, -1.106, 0.647], [-1.143, -4.276, 4.489], [2.709, -1.869, -2.916], [-4.043, 0.790, 2.289], [-1.496, -3.518, 1.177], [-3.912, 1.951, -0.317], [-1.790, -5.332, 2.292], [-1.503, 4.307, 0.291], [-2.298, 2.453, 1.019], [-1.271, 3.386, 0.833], [-0.760, -2.359, 3.610], [-3.651, 2.719, 0.425], [-4.446, 2.724, 1.181], [1.122, 1.626, -5.106], [-0.728, 0.983, 2.094], [0.186, 1.081, -4.906], [-0.717, -1.569, -0.124], [4.987, 0.436, -5.392], [-3.162, 0.282, 1.880], [-1.699, -3.980, 0.207], [0.414, -0.176, 3.292], [1.034, -1.567, -3.456], [-0.795, -1.563, 2.443], [1.545, -0.173, -1.099], [5.472, 1.459, -4.019]], "forces_ev_per_a": [[0.83, 0.28, -0.04], [0.17, 0.46, -1.28], [0.16, -0.06, -0.29], [-0.42, 0.47, -0.27], [0.71, -0.69, 0.68], [-0.36, 0.07, -0.16], [-0.04, 0.32, 0.03], [0.02, -0.11, -0.09], [0.02, -0.01, 0.10], [-0.06, -0.06, -0.94], [0.00, 0.15, 0.03], [-0.16, 0.10, -0.04], [-0.12, 1.33, 0.78], [-0.41, -0.25, 1.28], [1.58, 0.05, -0.30], [-0.23, -0.18, -0.23], [-0.23, -0.50, -0.37], [-0.45, -0.31, 0.16], [0.20, -0.07, -0.11], [0.21, 0.53, -0.01], [-0.29, -0.62, 0.17], [0.03, -0.13, 0.08], [0.22, 0.18, -0.67], [-0.14, 0.15, -0.15], [0.00, 0.06, -0.07], [0.27, 1.01, 0.72], [0.01, 0.14, -0.37], [-0.24, 0.21, 0.77], [0.10, -0.08, -0.06], [0.09, -0.41, 0.47], [0.04, 0.11, 0.18], [-0.01, 0.31, 0.11], [0.18, -0.28, 0.16], [0.48, 0.30, 0.01], [-0.08, 0.01, -0.12], [-0.35, -0.01, -0.45], [-0.27, 0.11, -0.06], [0.15, -0.04, -0.12], [0.13, -0.08, -0.19], [-0.21, 0.84, -0.34], [0.07, 0.06, -0.05], [0.37, -1.17, -0.38], [0.14, 0.00, 0.09], [-0.50, -0.27, -0.02], [0.10, 0.19, 0.40], [-0.40, -0.02, -0.18], [0.12, 0.44, 0.51], [0.19, -0.21, 0.05], [-1.53, -2.15, 0.70], [-0.12, -0.14, -0.10]]}


Short version: E = -105465.66128, -64161.22664 eV, in the order given.